This record from the OMol25 dataset describes a 2-piece molecular cluster, C3H8O3 overall in a non-equilibrium geometry. The level of theory is wB97M-V/def2-TZVPD.

Structure (XYZ):
```
14
Properties=species:S:1:pos:R:3:forces:R:3:mulliken_charge:R:1
O -4.6526 1.9388 -1.1939 -1.0159 -1.1303 -1.0136 -0.723
C -1.6983 1.9830 -0.5701 3.6619 0.4733 -2.5981 0.736
H -0.5631 -0.4702 0.8237 0.3219 -0.3162 -0.3543 0.270
C 0.0000 0.0000 0.0000 -1.3309 0.1190 0.3675 -0.956
H 0.4386 1.9593 -0.6217 -0.5813 0.2924 0.4446 0.266
O -2.7796 1.7463 0.1441 1.0509 -1.1422 3.0091 -0.445
H -2.6378 1.0864 0.8765 -0.0535 1.0375 -0.9472 0.347
H 1.0678 -0.2513 0.1155 -0.4930 0.4657 0.0215 0.330
H -0.3587 -0.4187 -0.9553 0.2214 0.0878 0.3780 0.309
C -0.3264 1.5255 0.0506 0.8855 0.3170 -1.0991 -0.575
H -0.1631 1.9455 1.0617 -0.2977 -0.2224 -0.4437 0.341
H -3.7153 1.8550 -0.9062 -2.3125 0.1335 -0.9573 0.370
O -1.7517 2.5083 -1.6869 -0.2549 -1.2013 3.0732 -0.520
H -4.9262 1.0207 -1.4183 0.1983 1.0862 0.1195 0.251
```
Positions in Å, forces in eV/Å.

E_LUMO	0.20	eV
energy relative to the best compared isomer or geometry (same formula, charge and spin)	35.53	kcal/mol
SMILES	CCC(=O)O.O
electronic energy	-9382.261	eV